P.
# C20H23N3O2

An isolated molecule of C20H23N3O2 (wB97M-V/def2-TZVPD, OMol25).

```
! wB97M-V def2-TZVPD RIJCOSX def2/J DEFGRID3
* xyz 0 1
C 3.135 -1.849 1.262
O 2.480 -2.765 2.105
C 1.086 -2.829 1.936
C 0.334 -1.643 2.603
N -0.564 -0.971 1.686
C -1.761 -1.729 1.359
C -2.902 -1.431 2.351
O -3.754 -0.386 1.958
C -3.159 0.889 1.952
C -0.062 -0.109 0.745
N -0.516 -0.208 -0.488
C 0.070 0.508 -1.462
C -0.483 0.363 -2.811
C 0.138 0.991 -3.889
C -0.382 0.863 -5.162
C -1.527 0.111 -5.373
C -2.151 -0.514 -4.305
C -1.633 -0.392 -3.030
N 1.122 1.276 -1.301
C 1.517 1.526 -0.038
C 2.543 2.467 0.182
C 2.866 2.847 1.455
C 2.158 2.335 2.550
C 1.186 1.385 2.368
C 0.891 0.911 1.080
H 2.887 -0.808 1.501
H 4.201 -2.003 1.414
H 2.886 -2.033 0.209
H 0.791 -3.778 2.391
H 0.840 -2.857 0.864
H 1.089 -0.954 2.975
H -0.251 -1.997 3.454
H -1.543 -2.800 1.372
H -2.083 -1.451 0.355
H -2.479 -1.219 3.346
H -3.556 -2.304 2.425
H -2.427 0.997 1.146
H -2.667 1.101 2.910
H -3.967 1.602 1.797
H 1.027 1.574 -3.703
H 0.103 1.351 -5.994
H -1.934 0.013 -6.369
H -3.045 -1.099 -4.469
H -2.111 -0.874 -2.192
H 3.028 2.895 -0.681
H 3.646 3.575 1.624
H 2.376 2.699 3.543
H 0.609 1.037 3.213
*
```

Calculated values
molecular weight: 337.42 g/mol
frontier orbital gap: 8.242 eV
highest occupied orbital energy: -8.197 eV

Q.
# C20H23N3O2

An isolated molecule of C20H23N3O2 (wB97M-V/def2-TZVPD, OMol25).

```
! wB97M-V def2-TZVPD RIJCOSX def2/J DEFGRID3
* xyz 0 1
C 3.620 3.281 -5.070
C 3.268 2.031 -4.277
O 4.412 1.624 -3.559
C 4.190 0.615 -2.604
C 3.988 -0.779 -3.212
C 3.893 -1.852 -2.126
N 2.732 -1.668 -1.288
C 2.819 -1.317 0.019
O 3.880 -1.215 0.602
C 1.502 -1.096 0.688
C 0.451 -0.445 0.024
C -0.760 -0.206 0.639
C -0.907 -0.643 1.947
C 0.140 -1.319 2.623
C 1.359 -1.528 1.997
N -0.287 -1.673 3.879
C -1.506 -1.252 3.960
N -1.957 -0.613 2.835
C -3.219 -0.026 2.664
C -3.335 1.236 2.092
C -4.590 1.797 1.940
C -5.719 1.117 2.359
C -5.613 -0.142 2.943
C -6.836 -0.865 3.416
C -4.355 -0.706 3.089
H 4.437 3.064 -5.751
H 3.935 4.070 -4.393
H 2.758 3.617 -5.639
H 2.935 1.238 -4.964
H 2.444 2.244 -3.576
H 3.328 0.875 -1.971
H 5.086 0.610 -1.978
H 3.077 -0.795 -3.816
H 4.833 -1.001 -3.865
H 4.760 -1.801 -1.465
H 3.854 -2.844 -2.590
H 1.826 -1.759 -1.718
H 0.598 -0.090 -0.986
H -1.561 0.294 0.115
H 2.174 -2.020 2.502
H -2.123 -1.360 4.831
H -2.450 1.774 1.790
H -4.686 2.777 1.496
H -6.694 1.565 2.237
H -7.657 -0.733 2.715
H -6.640 -1.927 3.537
H -7.153 -0.465 4.380
H -4.251 -1.689 3.526
*
```

Calculated values
molecular weight: 337.42 g/mol
frontier orbital gap: 9.207 eV
highest occupied orbital energy: -8.597 eV

Pick Q: it beats the second-best structure by 34.8 kcal/mol.

P.
# C7H11NO

An isolated molecule of C7H11NO (wB97M-V/def2-TZVPD, OMol25).

```
! wB97M-V def2-TZVPD RIJCOSX def2/J DEFGRID3
* xyz 0 1
O 3.398 -1.256 2.974
C 2.389 -0.915 2.438
N 1.564 -0.535 1.651
C 0.608 -0.428 0.551
C -0.675 0.061 1.124
C -1.746 0.322 0.030
C -1.349 -0.304 -1.297
C 0.005 0.286 -1.709
C 1.040 0.516 -0.577
H 0.558 -1.448 0.011
H -0.303 1.036 1.395
H -1.150 -0.297 2.033
H -1.596 1.361 -0.192
H -2.779 0.154 0.432
H -2.047 0.023 -2.046
H -1.207 -1.322 -1.184
H -0.198 1.320 -2.075
H 0.482 -0.269 -2.595
H 2.044 0.160 -0.815
H 0.962 1.538 -0.147
*
```

Calculated values
molecular weight: 125.17 g/mol
frontier orbital gap: 10.809 eV
highest occupied orbital energy: -9.996 eV

Q.
# C7H11NO

An isolated molecule of C7H11NO (wB97M-V/def2-TZVPD, OMol25).

```
! wB97M-V def2-TZVPD RIJCOSX def2/J DEFGRID3
* xyz 0 1
C -0.139 -0.314 2.748
C 0.002 -0.137 1.557
N 0.979 0.055 0.332
C 1.817 -1.095 0.057
C 0.195 0.609 -0.738
C 0.370 2.113 -0.866
C -1.286 0.246 -0.109
C -1.740 -1.148 -0.520
O -2.117 1.152 0.028
H -0.269 -0.431 3.799
H 1.849 -1.815 0.878
H 2.838 -0.733 -0.104
H 1.517 -1.649 -0.839
H 0.328 0.099 -1.697
H 1.292 2.347 -1.408
H 0.425 2.587 0.116
H -0.475 2.558 -1.399
H -0.901 -1.823 -0.685
H -2.324 -1.074 -1.439
H -2.361 -1.546 0.286
*
```

Calculated values
molecular weight: 125.17 g/mol
frontier orbital gap: 8.291 eV
highest occupied orbital energy: -8.583 eV

R.
# C7H11NO

An isolated molecule of C7H11NO (wB97M-V/def2-TZVPD, OMol25).

```
! wB97M-V def2-TZVPD RIJCOSX def2/J DEFGRID3
* xyz 0 1
C 2.069 0.660 -0.283
C 1.104 0.444 0.633
C 1.254 -0.563 1.741
C 0.086 1.513 0.897
N -1.056 1.338 0.398
C -1.091 0.060 -0.368
C -0.924 0.266 -1.849
C -1.744 -0.986 0.164
O -2.209 -2.078 -0.507
H 2.186 1.596 -0.805
H 2.740 -0.123 -0.600
H 2.240 -1.036 1.700
H 1.144 -0.127 2.729
H 0.502 -1.354 1.660
H 0.315 2.422 1.450
H -1.094 1.315 -2.133
H -1.625 -0.318 -2.424
H 0.088 0.010 -2.179
H -1.892 -1.084 1.233
H -2.094 -1.953 -1.455
*
```

Calculated values
molecular weight: 125.17 g/mol
frontier orbital gap: 8.989 eV
highest occupied orbital energy: -8.183 eV

S.
# C7H11NO

A structure of composition C7H11NO (wB97M-V/def2-TZVPD, OMol25).

```
! wB97M-V def2-TZVPD RIJCOSX def2/J DEFGRID3
* xyz 0 1
C -0.629 -1.488 -1.341
C 0.007 -0.467 -0.399
C 1.554 -0.995 -0.247
C -0.652 -0.043 0.990
C 0.368 0.926 1.635
C 0.143 1.083 -0.712
C -1.267 0.999 -0.089
H -1.819 -1.573 -1.312
H -0.321 -1.490 -2.339
H -0.408 -2.551 -1.089
H 1.745 -1.731 0.770
H -1.249 -1.039 1.349
H -0.281 1.840 2.171
H 1.094 0.465 2.403
H 1.847 1.037 0.366
H 0.441 1.671 -1.566
H -2.048 1.849 0.440
H -2.039 0.450 -0.589
N 0.928 1.531 0.362
O 2.587 -0.473 -0.804
*
```

Calculated values
molecular weight: 125.17 g/mol
frontier orbital gap: 9.386 eV
highest occupied orbital energy: -8.897 eV

Pick P: it beats the second-best structure by 34.3 kcal/mol.

P.
# CH3F2OP

A cluster of 2 separate species, CH3F2OP in total (wB97M-V/def2-TZVPD, OMol25).

```
! wB97M-V def2-TZVPD RIJCOSX def2/J DEFGRID3
* xyz 0 1
C 0.039 -0.055 0.250
O 0.454 -0.047 1.643
F -1.995 -1.922 1.455
F 0.724 -0.553 3.834
P 0.611 -1.343 2.415
H -1.117 -0.008 0.181
H 0.331 -0.927 -0.152
H 0.410 0.833 -0.343
*
```

Calculated values
molecular weight: 100.00 g/mol
frontier orbital gap (alpha / beta): 7.531 / 7.542 eV
highest occupied orbital energy (alpha / beta): -9.685 / -9.694 eV

Q.
# CH3F2OP

An isolated molecule of CH3F2OP (wB97M-V/def2-TZVPD, OMol25).

```
! wB97M-V def2-TZVPD RIJCOSX def2/J DEFGRID3
* xyz 0 1
O 0.372 0.437 -1.791
P -0.743 0.478 -0.610
C 0.097 -0.481 0.974
F -0.589 0.203 1.900
F -0.304 -1.764 1.044
H 0.084 -0.105 -2.652
H -0.235 1.690 0.029
H 1.317 -0.457 1.106
*
```

Calculated values
molecular weight: 100.00 g/mol
frontier orbital gap: 9.965 eV
highest occupied orbital energy: -9.495 eV

Pick Q: it beats the second-best structure by 22.9 kcal/mol.

P.
# C4H8ClN

An isolated molecule of C4H8ClN (wB97M-V/def2-TZVPD, OMol25).

```
! wB97M-V def2-TZVPD RIJCOSX def2/J DEFGRID3
* xyz 0 1
C -2.142 -0.701 -0.025
N -1.075 0.035 0.626
C 0.099 0.027 -0.289
C 1.203 1.001 0.074
C 2.498 0.718 0.088
Cl 3.298 -0.849 0.119
H -3.041 -0.973 0.537
H -2.483 -0.137 -0.916
H -1.834 -1.691 -0.401
H -0.899 -0.303 1.549
H -0.334 0.300 -1.261
H 0.533 -0.969 -0.275
H 0.935 2.016 0.007
H 3.242 1.527 0.169
*
```

Calculated values
molecular weight: 105.57 g/mol
frontier orbital gap: 9.876 eV
highest occupied orbital energy: -8.919 eV

Q.
# C4H8ClN

A cluster of 2 separate species, C4H8ClN in total (wB97M-V/def2-TZVPD, OMol25).

```
! wB97M-V def2-TZVPD RIJCOSX def2/J DEFGRID3
* xyz 0 1
C -0.333 1.389 -1.606
C -0.643 -1.674 0.030
C 1.039 -0.583 1.373
C 0.678 -0.908 0.141
N -0.270 1.977 -0.547
Cl -0.838 3.928 -0.252
H -0.516 1.851 -2.507
H -0.414 -2.679 -0.323
H -1.150 -1.234 -0.703
H -1.077 -1.824 0.985
H 1.980 -0.047 1.517
H -0.042 1.536 0.370
H 0.469 -0.991 2.293
H 1.116 -0.742 -0.772
*
```

Calculated values
molecular weight: 105.57 g/mol
frontier orbital gap: 8.533 eV
highest occupied orbital energy: -9.184 eV

R.
# C4H8ClN

An isolated molecule of C4H8ClN (wB97M-V/def2-TZVPD, OMol25).

```
! wB97M-V def2-TZVPD RIJCOSX def2/J DEFGRID3
* xyz 0 1
C 0.350 1.627 -0.247
C 0.521 0.285 -0.133
Cl 2.138 -0.359 0.211
C -0.482 -0.777 -0.374
N -1.862 -0.296 -0.542
C -2.508 0.031 0.688
H 1.101 2.385 -0.038
H -0.719 1.949 -0.480
H -0.401 -1.475 0.463
H -0.119 -1.226 -1.297
H -2.436 -0.812 -1.184
H -2.360 -0.774 1.437
H -3.628 0.237 0.499
H -2.036 0.886 1.219
*
```

Calculated values
molecular weight: 105.57 g/mol
frontier orbital gap: 10.047 eV
highest occupied orbital energy: -9.037 eV

Pick R: it beats the second-best structure by 2.4 kcal/mol.

P.
# C4H8ClN

An isolated molecule of C4H8ClN (wB97M-V/def2-TZVPD, OMol25).

```
! wB97M-V def2-TZVPD RIJCOSX def2/J DEFGRID3
* xyz 0 1
H -2.218 2.029 -0.743
N -1.357 1.581 -0.414
C -1.330 0.417 -0.071
Cl -2.773 -0.714 0.058
C 0.057 -0.269 0.539
C 1.246 0.719 0.557
C 0.469 -1.270 -0.584
H -0.312 -0.794 1.381
H 1.465 1.138 -0.388
H 0.937 1.685 1.175
H 2.118 0.134 1.122
H 1.369 -1.769 -0.467
H 0.537 -0.871 -1.618
H -0.207 -2.015 -0.547
*
```

Calculated values
molecular weight: 105.57 g/mol
frontier orbital gap: 11.158 eV
highest occupied orbital energy: -10.216 eV

Q.
# C4H8ClN

A cluster of 2 separate species, C4H8ClN in total (wB97M-V/def2-TZVPD, OMol25).

```
! wB97M-V def2-TZVPD RIJCOSX def2/J DEFGRID3
* xyz 0 1
C 0.898 -0.919 -0.464
C 0.255 -0.183 0.392
C 2.157 -1.675 -0.123
C -1.473 1.274 -0.327
N -1.912 1.891 0.818
Cl -2.582 0.158 -1.138
H 0.561 -1.029 -1.485
H 0.432 0.060 1.417
H 2.458 -1.485 0.906
H 2.957 -1.350 -0.788
H 2.010 -2.745 -0.260
H -0.945 1.889 -1.038
H -2.318 2.813 0.696
H -2.497 1.302 1.396
*
```

Calculated values
molecular weight: 105.57 g/mol
frontier orbital gap: 8.818 eV
highest occupied orbital energy: -7.955 eV

Pick P: it beats the second-best structure by 51.3 kcal/mol.

P.
# C4H8ClN

An isolated molecule of C4H8ClN (wB97M-V/def2-TZVPD, OMol25).

```
! wB97M-V def2-TZVPD RIJCOSX def2/J DEFGRID3
* xyz 0 1
C -0.796 1.235 -0.111
C -0.598 -0.204 0.366
N -1.598 -1.182 -0.195
C 0.887 -0.705 0.312
C 1.879 0.162 0.089
Cl 3.554 -0.252 -0.077
H -0.335 1.351 -1.069
H -0.331 1.981 0.526
H -1.890 1.427 -0.067
H -0.852 -0.141 1.456
H -1.100 -2.077 -0.146
H -1.714 -1.117 -1.232
H 1.152 -1.747 0.249
H 1.742 1.269 -0.099
*
```

Calculated values
molecular weight: 105.57 g/mol
frontier orbital gap: 10.493 eV
highest occupied orbital energy: -9.513 eV

Q.
# C4H8ClN

An isolated molecule of C4H8ClN (wB97M-V/def2-TZVPD, OMol25).

```
! wB97M-V def2-TZVPD RIJCOSX def2/J DEFGRID3
* xyz 0 1
C -1.580 -0.843 0.659
C 1.810 -0.651 0.159
C 0.648 1.533 -0.280
C -0.491 -0.791 -0.369
N 0.696 -0.010 -0.167
Cl 3.305 0.066 0.292
H -2.255 -1.704 0.453
H -1.041 -1.167 1.669
H 1.473 2.054 0.176
H 0.937 1.802 -1.332
H -0.276 1.952 0.009
H -0.067 -1.823 -0.528
H -2.182 0.057 0.557
H -0.978 -0.475 -1.298
*
```

Calculated values
molecular weight: 105.57 g/mol
frontier orbital gap: 8.706 eV
highest occupied orbital energy: -7.859 eV

R.
# C4H8ClN

An isolated molecule of C4H8ClN (wB97M-V/def2-TZVPD, OMol25).

```
! wB97M-V def2-TZVPD RIJCOSX def2/J DEFGRID3
* xyz 0 1
C 2.855 -0.669 -0.092
N 1.854 0.383 -0.410
C 0.786 0.181 0.661
C -0.177 1.021 0.252
C -1.418 0.923 -0.368
Cl -2.097 -0.706 -0.003
H 3.573 -0.358 -1.035
H 3.327 -0.729 0.915
H 2.353 -1.567 -0.484
H 1.271 0.159 -1.214
H 1.351 0.287 1.693
H 0.680 -0.861 0.483
H 0.047 2.172 0.520
H -2.213 1.484 -0.674
*
```

Calculated values
molecular weight: 105.57 g/mol
frontier orbital gap: 9.929 eV
highest occupied orbital energy: -9.083 eV

Pick P: it beats the second-best structure by 40.6 kcal/mol.